21
Properties=species:S:1:pos:R:3:forces:R:3 method="wB97M-V/def2-TZVPD" orbital_gap_ev=4.3 total_charge=-1 de_lowest_kcal_mol=100.7 e_lumo_ha=0.1344
O 0.439 -3.492 0.781 -0.3 0.7 -1.6
O 2.262 -0.494 -0.861 -0.3 -0.2 -0.4
N 0.008 -2.845 -0.214 0.0 -1.3 1.3
N -0.207 -1.599 0.038 -2.1 1.0 0.6
C -0.030 0.503 1.334 -2.2 -1.8 0.5
C 0.063 -1.040 1.374 2.6 -0.8 0.0
C -0.354 0.465 -1.226 -1.2 0.2 3.2
C -1.155 -0.776 -0.796 2.8 -1.0 -2.4
C 0.447 1.024 0.030 2.5 2.5 -2.3
C 2.030 0.754 -0.154 -1.5 1.3 2.0
H -0.406 -1.595 2.204 -0.7 0.4 -0.5
H -1.964 -0.559 -0.202 -2.0 0.5 1.5
H -0.910 1.219 -1.751 -0.6 0.3 0.0
H -1.499 -1.349 -1.692 0.4 0.1 0.8
H 1.132 -1.392 1.544 -0.9 0.9 -0.1
H 0.378 2.188 -0.041 -0.1 -1.8 0.6
H 0.389 0.118 -1.828 2.0 -1.0 -2.1
H 2.504 1.714 -0.522 -0.3 -1.7 -0.7
H 1.712 -1.155 -0.385 1.2 0.9 -0.6
H 0.430 0.839 2.236 0.9 0.6 0.2
H -1.099 0.735 1.483 -0.2 0.1 -0.1

25
Properties=species:S:1:pos:R:3:forces:R:3 method="wB97M-V/def2-TZVPD" orbital_gap_ev=7.3 total_charge=-1 de_lowest_kcal_mol=15.9 e_lumo_ha=0.1164
O -1.332 3.072 0.780 0.7 0.8 -1.8
O -0.536 3.043 -1.510 -0.6 1.0 1.9
O -0.805 0.381 -1.737 -0.5 0.6 0.8
O -2.502 -1.544 -1.212 -0.2 -0.5 -0.5
O -4.058 -0.760 0.274 1.6 -0.5 -0.7
O -2.426 0.757 1.491 3.1 0.0 1.0
N 3.047 -2.257 -0.151 -1.5 0.1 0.8
N 3.390 -0.337 1.844 0.3 -0.5 -1.8
C -1.168 1.027 -0.505 -0.6 -0.5 -0.6
C -1.086 2.401 -0.383 0.9 -3.6 -1.5
C -2.899 -0.905 -0.225 -0.7 1.6 1.2
C -1.763 -0.012 0.486 -1.0 1.8 -1.6
C 2.494 -0.163 0.946 -1.9 0.1 0.1
C 2.001 -1.217 -0.131 0.9 0.3 1.3
H -0.320 2.355 -2.157 -0.3 -0.3 0.4
H -1.453 -0.403 -1.840 0.8 0.8 0.4
H 1.777 0.765 0.944 1.5 -1.5 0.3
H 1.004 -1.613 0.243 1.2 0.4 -0.6
H -1.746 2.380 1.314 -0.5 -0.4 0.5
H 3.916 -1.846 -0.350 1.3 0.6 -0.5
H 3.951 -1.219 1.598 -1.3 1.1 0.7
H 2.924 -3.039 -0.752 -0.5 -0.4 -0.6
H 1.851 -0.688 -1.084 -0.2 -0.2 0.2
H -0.946 -0.681 0.750 -0.1 -0.1 1.0
H -3.316 0.503 1.368 -2.5 -0.8 -0.3